1.
{
  "formula": "C34H79BaCuN5O22",
  "method": "the ωB97M-V functional and the def2-TZVPD basis",
  "species": ["Cu", "Ba", "O", "C", "O", "O", "H", "O", "C", "O", "O", "H", "O", "C", "O", "O", "H", "O", "C", "O", "O", "H", "C", "O", "C", "C", "N", "C", "C", "O", "C", "H", "H", "H", "H", "H", "H", "H", "H", "H", "H", "H", "H", "H", "H", "H", "C", "O", "C", "C", "N", "C", "C", "O", "C", "H", "H", "H", "H", "H", "H", "H", "H", "H", "H", "H", "H", "H", "H", "H", "C", "O", "C", "C", "N", "C", "C", "O", "C", "H", "H", "H", "H", "H", "H", "H", "H", "H", "H", "H", "H", "H", "H", "H", "C", "O", "C", "C", "N", "C", "C", "O", "C", "H", "H", "H", "H", "H", "H", "H", "H", "H", "H", "H", "H", "H", "H", "H", "C", "O", "C", "C", "N", "C", "C", "O", "C", "H", "H", "H", "H", "H", "H", "H", "H", "H", "H", "H", "H", "H", "H", "H"],
  "xyz": [[-2.162, 1.723, -2.306], [1.794, 0.203, -3.608], [-0.457, 4.282, -4.449], [0.254, 3.185, -4.110], [-0.236, 2.322, -3.424], [1.314, 2.952, -4.617], [0.322, 4.613, -4.903], [4.509, -3.226, -3.583], [3.839, -2.777, -4.599], [4.385, -2.683, -5.685], [2.605, -2.380, -4.491], [5.328, -3.501, -4.002], [-2.392, -0.468, -3.360], [-1.606, -1.537, -3.471], [-0.507, -1.378, -3.965], [-2.096, -2.690, -3.533], [-3.214, -0.949, -3.238], [0.501, 0.300, 0.944], [-0.259, 0.481, -0.073], [0.128, 0.197, -1.272], [-1.386, 0.881, 0.202], [-0.141, 0.675, 1.551], [2.669, 2.754, -0.819], [3.393, 1.762, -1.660], [4.452, 1.112, -0.960], [4.713, -0.248, -1.485], [3.573, -1.156, -1.685], [3.060, -1.527, -0.415], [2.201, -2.733, -0.512], [3.018, -3.819, -0.635], [2.304, -5.044, -0.999], [1.913, 3.306, -1.377], [3.322, 3.538, -0.436], [2.112, 2.252, -0.028], [4.301, 1.030, 0.116], [5.317, 1.774, -1.008], [5.564, -0.828, -1.127], [5.265, -0.042, -2.402], [3.836, -1.976, -2.213], [2.302, -0.777, -0.186], [3.799, -1.654, 0.376], [1.659, -2.581, -1.445], [1.484, -2.943, 0.281], [2.916, -5.926, -0.813], [2.182, -5.100, -2.081], [1.375, -5.106, -0.432], [-6.534, 2.563, -6.509], [-5.889, 2.265, -5.287], [-4.470, 2.180, -5.237], [-4.072, 3.233, -4.120], [-4.398, 2.780, -2.750], [-4.635, 3.933, -1.851], [-3.461, 4.752, -1.567], [-2.325, 3.992, -1.205], [-1.344, 4.712, -0.465], [-7.602, 2.721, -6.361], [-6.539, 1.733, -7.216], [-6.180, 3.431, -7.064], [-3.995, 2.386, -6.197], [-4.404, 1.127, -4.966], [-4.498, 4.165, -4.490], [-3.005, 3.455, -4.139], [-5.301, 2.328, -2.738], [-4.857, 3.520, -0.867], [-5.576, 4.395, -2.150], [-3.796, 5.255, -0.660], [-3.203, 5.372, -2.426], [-0.464, 4.300, 0.029], [-1.652, 5.190, 0.465], [-0.975, 5.566, -1.034], [2.623, 6.316, 0.085], [1.954, 5.401, 0.890], [2.545, 5.367, 2.201], [1.554, 4.851, 3.254], [1.200, 3.438, 3.097], [-0.078, 3.097, 3.652], [0.171, 2.398, 4.941], [-0.984, 2.033, 5.615], [-1.458, 0.672, 5.390], [2.286, 6.093, -0.928], [3.689, 6.182, -0.095], [2.308, 7.320, 0.368], [2.866, 6.374, 2.468], [3.351, 4.654, 2.031], [0.696, 5.520, 3.318], [2.104, 4.900, 4.194], [1.081, 3.068, 2.165], [-0.455, 2.267, 3.053], [-0.719, 3.972, 3.762], [0.697, 3.054, 5.636], [0.829, 1.530, 4.919], [-1.782, 0.497, 4.365], [-2.339, 0.457, 5.995], [-0.795, -0.126, 5.724], [-6.029, -1.089, -2.617], [-4.823, -1.670, -2.132], [-4.594, -1.327, -0.803], [-3.283, -1.899, -0.282], [-3.348, -3.352, -0.150], [-2.119, -3.899, 0.363], [-1.815, -3.689, 1.900], [-3.011, -3.676, 2.746], [-2.719, -2.973, 4.048], [-5.883, -0.749, -3.642], [-6.390, -0.267, -1.999], [-6.829, -1.825, -2.693], [-5.424, -1.716, -0.212], [-4.665, -0.245, -0.693], [-3.108, -1.508, 0.721], [-2.484, -1.523, -0.921], [-3.916, -3.446, 0.680], [-1.158, -3.572, -0.034], [-2.247, -4.940, 0.068], [-1.271, -2.753, 2.032], [-1.063, -4.394, 2.254], [-2.814, -1.939, 3.718], [-1.758, -3.292, 4.451], [-3.568, -3.045, 4.728], [3.342, 0.093, 3.227], [3.236, -1.315, 3.450], [1.889, -1.765, 3.331], [1.704, -3.269, 3.792], [2.115, -4.246, 2.885], [2.010, -5.598, 3.407], [3.305, -6.392, 2.921], [4.505, -5.851, 3.507], [5.743, -6.486, 3.157], [2.651, 0.399, 2.442], [4.385, 0.281, 2.969], [3.253, 0.521, 4.226], [1.478, -1.624, 2.331], [1.231, -1.082, 3.870], [0.676, -3.420, 4.121], [2.164, -3.350, 4.776], [3.051, -3.889, 2.756], [1.073, -6.029, 3.054], [2.034, -5.567, 4.496], [3.395, -6.280, 1.841], [3.224, -7.361, 3.414], [6.582, -5.951, 3.603], [5.882, -6.502, 2.076], [5.968, -7.509, 3.459]],
  "homo_lumo_gap_ev": 6.428,
  "total_charge": -1,
  "total_energy_ev": -134363.828,
  "lumo_energy_ev": 2.0
}

***

2.
{
  "formula": "C2H2FO2S",
  "method": "the ωB97M-V functional and the def2-TZVPD basis",
  "species": ["C", "C", "O", "O", "F", "S", "H", "H"],
  "xyz": [[1.737, -0.560, -0.308], [-1.655, 0.597, -0.428], [-2.285, -0.270, -1.339], [-3.946, -0.240, 0.598], [1.486, -1.865, -0.503], [-2.629, -0.699, 0.196], [1.029, -0.276, 0.645], [-0.590, 0.512, -0.686]],
  "homo_lumo_gap_ev": [5.152, 5.154],
  "total_charge": -1,
  "de_lowest_kcal_mol": 174.1,
  "total_energy_ev": -19747.766,
  "lumo_energy_ev": [2.9, 2.9]
}

***

3.
{
  "formula": "C21H29N3O4",
  "method": "the ωB97M-V functional and the def2-TZVPD basis",
  "species": ["C", "O", "C", "C", "C", "C", "C", "C", "C", "C", "N", "N", "C", "C", "C", "C", "O", "N", "C", "C", "C", "C", "C", "C", "C", "O", "O", "C", "H", "H", "H", "H", "H", "H", "H", "H", "H", "H", "H", "H", "H", "H", "H", "H", "H", "H", "H", "H", "H", "H", "H", "H", "H", "H", "H", "H", "H"],
  "xyz": [[2.658, 1.932, -1.327], [2.787, 2.029, 0.073], [2.878, 0.876, 0.793], [2.976, 1.022, 2.178], [3.019, -0.095, 2.986], [2.969, -1.365, 2.434], [2.902, -1.521, 1.058], [2.836, -2.892, 0.442], [1.403, -3.439, 0.444], [0.505, -2.649, -0.430], [0.820, -1.815, -1.361], [-0.336, -1.329, -1.868], [-1.307, -1.890, -1.227], [-2.763, -1.687, -1.401], [-3.117, -0.949, -2.698], [-3.086, 0.568, -2.512], [-4.091, 1.248, -2.568], [-1.854, 1.066, -2.311], [-1.656, 2.450, -1.955], [-2.026, 2.752, -0.499], [-1.145, 2.055, 0.541], [-1.279, 2.745, 1.905], [-0.465, 1.999, 2.958], [-0.899, 0.538, 2.976], [-0.788, -0.033, 1.564], [-1.545, 0.694, 0.625], [-0.841, -2.754, -0.296], [2.865, -0.399, 0.241], [2.536, 2.955, -1.682], [3.554, 1.496, -1.781], [1.785, 1.337, -1.613], [3.022, 2.017, 2.592], [3.089, 0.025, 4.057], [2.998, -2.234, 3.075], [3.193, -2.853, -0.587], [3.465, -3.581, 1.008], [1.402, -4.477, 0.095], [0.989, -3.427, 1.456], [-3.241, -2.669, -1.374], [-3.128, -1.117, -0.541], [-4.132, -1.214, -2.997], [-2.426, -1.234, -3.491], [-1.093, 0.410, -2.178], [-2.303, 3.051, -2.600], [-0.613, 2.711, -2.147], [-1.960, 3.829, -0.345], [-3.058, 2.440, -0.337], [-0.086, 2.094, 0.232], [-0.936, 3.776, 1.821], [-2.334, 2.751, 2.189], [-0.607, 2.452, 3.941], [0.595, 2.055, 2.704], [-0.270, -0.047, 3.649], [-1.935, 0.464, 3.310], [-1.182, -1.052, 1.539], [0.271, -0.050, 1.261], [2.804, -0.544, -0.825]],
  "homo_lumo_gap_ev": 9.304,
  "smiles": "COc1cccc(CCc2nnc(CCC(=O)NCC[C@H]3CCCCO3)o2)c1",
  "de_lowest_kcal_mol": 42.6,
  "total_energy_ev": -34908.524,
  "lumo_energy_ev": 0.7
}

***

4.
{
  "formula": "C3H6N2O",
  "method": "the ωB97M-V functional and the def2-TZVPD basis",
  "species": ["H", "N", "C", "C", "O", "N", "C", "H", "H", "H", "H", "H"],
  "xyz": [[-0.445, -1.588, -1.228], [-1.197, -0.985, -0.894], [-0.767, -0.001, -0.195], [-1.841, 0.937, 0.302], [-1.597, 1.958, 0.908], [0.493, 0.378, 0.157], [1.667, -0.444, -0.018], [-2.866, 0.607, 0.059], [0.537, 1.188, 0.763], [1.966, -0.947, 0.913], [2.509, 0.149, -0.391], [1.454, -1.216, -0.763]],
  "homo_lumo_gap_ev": 9.749,
  "smiles": "[H]/N=C(/C=O)NC",
  "de_lowest_kcal_mol": 29.6,
  "total_energy_ev": -8235.413,
  "lumo_energy_ev": 0.3
}

***

5.
{
  "formula": "C3H3ClO2",
  "method": "the ωB97M-V functional and the def2-TZVPD basis",
  "species": ["C", "C", "O", "H", "H", "O", "C", "Cl", "H"],
  "xyz": [[-1.766, -0.019, 0.002], [-2.357, -1.131, -0.156], [-2.919, -2.140, -0.330], [-2.383, 0.741, 0.095], [-0.703, 0.144, -0.068], [1.998, 0.317, -0.219], [2.048, -0.830, -0.490], [1.092, -2.141, 0.294], [2.697, -1.451, -1.037]],
  "homo_lumo_gap_ev": 9.569,
  "smiles": "C=C=O.O=CCl",
  "de_lowest_kcal_mol": 35.2,
  "total_energy_ev": -19775.162,
  "lumo_energy_ev": 0.2
}

***

6.
{
  "formula": "C2H4N2",
  "method": "the ωB97M-V functional and the def2-TZVPD basis",
  "species": ["C", "C", "N", "N", "H", "H", "H", "H"],
  "xyz": [[1.991, 0.325, -0.059], [-1.345, -0.410, -0.128], [-2.048, 0.555, 0.106], [0.883, -0.324, 0.101], [2.730, -0.351, 0.258], [2.298, 1.378, -0.148], [-1.410, -1.415, -0.360], [-3.098, 0.242, 0.230]],
  "homo_lumo_gap_ev": [9.353, 7.805],
  "de_lowest_kcal_mol": 124.7,
  "total_energy_ev": -5113.552,
  "lumo_energy_ev": [0.8, 0.4]
}